Formula: C5H7NO
Source: OMol25
Level of theory: the ωB97M-V functional and the def2-TZVPD basis

Computed properties:
* frontier orbital gap: 8.844 eV
* total charge: 0
* energy above the lowest of the compared OMol25 structures with the same formula, charge and spin: 16.6 kcal/mol
* electronic energy: -8835.4834 eV
* SMILES: Cc1occc1N
* E_LUMO: 1.03 eV

Each line ends with the natural charge from an NBO analysis.
Geometry (Å):
C: -1.67335 -1.04806 0.14914  -0.647
C: -0.27519 -0.54345 0.08566  0.201
C: 0.27592 0.66670 -0.20798  0.074
N: -0.37236 1.84961 -0.60956  -0.809
C: 1.69965 0.49840 -0.10138  -0.343
C: 1.89450 -0.79414 0.24998  0.104
O: 0.71777 -1.44675 0.36175  -0.411
H: -2.37715 -0.26241 -0.14307  0.214
H: -1.82417 -1.89184 -0.53306  0.226
H: -1.93824 -1.37854 1.16003  0.223
H: 0.00435 2.66655 -0.14392  0.370
H: -1.37113 1.81387 -0.44558  0.368
H: 2.45917 1.25011 -0.27157  0.227
H: 2.78023 -1.38004 0.44956  0.201